[1]
Density functional theory data (ωB97M-V/def2-TZVPD) for a structure of composition C33H34BrN2NaOS2.

Output
Energy relative to the best compared isomer or geometry (same formula, charge and spin) (kJ/mol): 21.7
Charge: -2
Gap between HOMO and LUMO (eV): 4.92

Last column: Löwdin charge in e.
CARTESIAN COORDINATES (ANGSTROEM)
Na  0.4750  -0.0490  0.3930  0.27
S  -1.4121  -0.3624  4.2751  0.40
C  0.2699  -0.2318  4.1232  -1.19
N  0.9951  0.0459  3.0673  0.00
C  2.3456  0.1079  3.3529  -0.32
C  3.3381  0.4470  2.4302  -0.02
C  4.6598  0.4791  2.8429  -0.10
C  5.0141  0.1809  4.1594  -0.13
C  4.0383  -0.1441  5.0898  -0.13
C  2.7106  -0.1729  4.6841  -0.51
S  1.2697  -0.5066  5.5884  0.92
H  3.0622  0.7073  1.4133  0.08
H  5.4266  0.7470  2.1257  0.09
H  6.0554  0.2090  4.4595  0.08
H  4.3040  -0.3681  6.1165  0.09
Br  4.1578  5.4622  -2.7934  0.58
C  3.2267  4.0303  -1.8983  -0.72
C  3.0022  2.8418  -2.5670  -0.18
C  2.3274  1.8220  -1.8943  -0.17
C  1.8517  1.9060  -0.5710  -0.13
C  2.1306  3.1516  0.0261  -0.18
C  2.7978  4.2082  -0.5972  -0.18
H  3.3444  2.7159  -3.5881  0.08
H  2.1619  0.9034  -2.4573  0.07
H  1.8256  3.3323  1.0580  0.06
H  2.9838  5.1449  -0.0832  0.08
C  -0.9382  2.6467  2.3383  -0.03
C  -1.9288  1.9321  1.4715  -0.38
O  -1.6158  1.0128  0.7506  0.05
C  -3.3698  2.3689  1.5018  -0.13
C  -3.8480  3.2871  2.4299  -0.03
C  -5.1875  3.6532  2.4229  -0.09
C  -6.0494  3.1079  1.4837  -0.11
C  -5.5755  2.1894  0.5553  -0.08
C  -4.2419  1.8170  0.5669  0.00
H  0.0623  2.3132  2.0778  0.05
H  -1.1300  2.3594  3.3767  0.06
H  -1.0263  3.7288  2.2311  0.09
H  -3.1795  3.7075  3.1691  0.11
H  -5.5566  4.3624  3.1538  0.09
H  -7.0942  3.3959  1.4770  0.09
H  -6.2475  1.7597  -0.1775  0.10
H  -3.8480  1.0956  -0.1369  0.11
C  -1.9970  -4.3792  -4.6514  -0.08
C  -1.7772  -3.1640  -3.7809  -0.32
C  -2.5797  -2.0421  -3.9396  -0.08
C  -2.3398  -0.9251  -3.1203  -0.31
C  -3.2169  0.2972  -3.2485  -0.07
C  -1.3328  -0.9484  -2.1888  0.00
C  -0.4821  -2.0865  -1.9683  -0.30
C  -0.7634  -3.1930  -2.8324  -0.03
N  0.4427  -1.9804  -1.0125  0.02
C  1.3940  -3.0400  -0.7292  -0.65
C  2.2972  -2.5022  0.3905  -0.07
C  2.3174  -3.3564  -1.9207  -0.06
C  0.7316  -4.3216  -0.1895  -0.05
H  -2.8429  -4.2312  -5.3260  0.06
H  -2.1983  -5.2679  -4.0472  0.07
H  -1.1141  -4.5950  -5.2595  0.07
H  -3.3705  -2.0239  -4.6835  0.08
H  -3.6492  0.3680  -4.2495  0.06
H  -2.6559  1.2117  -3.0487  0.07
H  -4.0481  0.2589  -2.5370  0.06
H  -1.1572  -0.0581  -1.5899  0.09
H  -0.1804  -4.1013  -2.7615  0.07
H  2.7868  -1.5815  0.0605  0.07
H  3.0718  -3.2224  0.6709  0.08
H  1.7081  -2.2776  1.2844  0.07
H  2.8367  -2.4426  -2.2179  0.08
H  1.7727  -3.7240  -2.7894  0.05
H  3.0669  -4.1053  -1.6418  0.07
H  0.1368  -4.0680  0.6905  0.08
H  1.4893  -5.0563  0.1046  0.07
H  0.0659  -4.7873  -0.9153  0.05


[2]
Density functional theory data (ωB97M-V/def2-TZVPD) for a structure of composition C33H34Cl2GeN2O7SSeTl.

Output
Energy relative to the best compared isomer or geometry (same formula, charge and spin) (kJ/mol): 89.6
⟨S²⟩: 0.75
Charge: -2
Multiplicity: 2
Gap between HOMO and LUMO (alpha / beta) (eV): 5.60 / 6.71

Last column: Löwdin charge in e.
CARTESIAN COORDINATES (ANGSTROEM)
Tl  -0.5205  2.8101  -1.4845  0.95
Cl  -7.7038  -0.4276  -0.1174  0.56
C  -6.3325  0.5538  -0.6193  -0.68
C  -6.3370  1.9299  -0.3344  -0.16
C  -5.2828  2.7033  -0.7202  -0.57
Cl  -5.3062  4.4065  -0.3623  0.66
C  -4.1171  2.1906  -1.4235  -0.44
O  -3.1817  2.9359  -1.7788  -0.19
C  -4.1783  0.7755  -1.6765  -0.13
C  -3.1130  0.0649  -2.3471  -0.25
O  -2.0254  0.4967  -2.6945  -0.08
C  -5.2760  -0.0044  -1.2766  -0.10
H  -7.1712  2.3739  0.1925  0.09
H  -3.3472  -1.0053  -2.5312  0.12
H  -5.2653  -1.0684  -1.4877  0.10
S  -1.2788  0.8771  0.7806  0.59
C  -0.4293  1.4126  2.2242  -0.78
N  -0.3962  2.6629  2.5412  -0.03
C  0.3223  3.0244  3.7559  -0.21
C  1.5717  2.1747  3.9334  -0.18
C  1.1769  0.7080  3.9809  -0.20
N  0.1602  0.4289  2.9764  0.02
H  -0.3820  3.7663  1.5125  -0.03
H  -0.3367  2.9085  4.6293  0.11
H  0.5982  4.0740  3.6711  0.09
H  2.1029  2.4418  4.8501  0.11
H  2.2306  2.3737  3.0866  0.09
H  0.7928  0.4599  4.9776  0.10
H  2.0406  0.0640  3.7931  0.10
H  0.1783  -0.4820  2.5491  0.07
C  4.0726  2.2938  0.0017  -0.14
C  4.2458  1.5585  -1.3312  -0.16
C  2.8253  1.6128  -1.8681  -0.23
O  2.0186  1.3298  -0.7300  -0.28
C  2.6478  1.9140  0.4281  -0.19
H  4.1189  3.3722  -0.1554  0.11
H  4.8177  2.0175  0.7489  0.10
H  4.5304  0.5145  -1.1712  0.11
H  4.9737  2.0260  -1.9958  0.11
H  2.5943  0.8728  -2.6348  0.11
H  2.6001  2.6205  -2.2410  0.11
H  2.6236  1.1621  1.2180  0.10
H  2.0906  2.7884  0.7636  0.06
O  0.7916  6.8852  0.7590  -0.49
Se  1.1165  5.3084  0.6411  0.78
O  1.6400  4.8348  -0.8278  -0.55
O  -0.4191  4.4799  0.7717  -0.40
O  2.0218  4.7212  1.8579  -0.48
C  2.3532  -3.3921  3.1284  -0.12
C  3.0383  -2.5434  2.2671  -0.11
C  2.3754  -1.9538  1.1983  -0.14
C  1.0212  -2.1961  0.9454  -0.32
C  0.3577  -3.0655  1.8158  -0.11
C  1.0094  -3.6508  2.8975  -0.10
Ge  0.0969  -1.2774  -0.5802  0.99
C  -1.5247  -2.4374  -0.7895  -0.32
C  -2.6672  -2.2196  -0.0117  -0.15
C  -3.8021  -3.0104  -0.1520  -0.11
C  -3.8250  -4.0381  -1.0855  -0.12
C  -2.7034  -4.2672  -1.8715  -0.11
C  -1.5700  -3.4753  -1.7232  -0.11
C  1.2221  -1.9165  -2.1340  -0.31
C  2.2985  -2.7990  -2.0302  -0.11
C  3.0495  -3.1607  -3.1451  -0.11
C  2.7372  -2.6466  -4.3953  -0.12
C  1.6666  -1.7693  -4.5214  -0.10
C  0.9251  -1.4054  -3.4041  -0.12
H  2.8617  -3.8452  3.9714  0.09
H  4.0881  -2.3304  2.4353  0.09
H  2.9230  -1.2948  0.5347  0.09
H  -0.6901  -3.2920  1.6491  0.09
H  0.4640  -4.3146  3.5590  0.09
H  -2.6775  -1.3942  0.6912  0.05
H  -4.6782  -2.8068  0.4530  0.10
H  -4.7120  -4.6493  -1.2065  0.09
H  -2.7127  -5.0616  -2.6099  0.09
H  -0.7092  -3.6658  -2.3545  0.09
H  2.5563  -3.2256  -1.0673  0.08
H  3.8824  -3.8471  -3.0350  0.09
H  3.3242  -2.9244  -5.2634  0.09
H  1.4153  -1.3592  -5.4931  0.09
H  0.1023  -0.7071  -3.5080  0.09


[3]
Density functional theory data (ωB97M-V/def2-TZVPD) for a cluster of 2 separate species, C33H34N2O2 in total in a non-equilibrium geometry.

Output
Energy relative to the best compared isomer or geometry (same formula, charge and spin) (kJ/mol): 13.8
SMILES: COc1ccc(C=C2C=C(c3ccccc3)C(=O)C(c3ccccc3)=C2)cc1.C=C1N(C)CCCN1C
Gap between HOMO and LUMO (eV): 5.80

Last column: Löwdin charge in e.
CARTESIAN COORDINATES (ANGSTROEM)
C  -2.1475  3.8469  -4.9858  -0.05
O  -1.1986  4.1260  -3.9223  -0.08
C  -1.0745  3.2373  -2.9052  -0.26
C  -0.1066  3.5135  -1.9058  0.00
C  0.1484  2.6042  -0.8947  -0.01
C  -0.4911  1.3200  -0.8632  -0.21
C  0.0057  0.2517  -0.0596  0.02
C  -0.1252  -1.1375  -0.4490  -0.19
C  0.0897  -2.1356  0.5376  0.02
C  0.3443  -3.4408  0.2113  -0.08
C  0.5295  -4.4527  1.2504  -0.16
C  -0.0886  -4.2936  2.5221  -0.04
C  0.0760  -5.2470  3.5291  -0.09
C  0.8647  -6.3898  3.3051  -0.09
C  1.4934  -6.5542  2.0600  -0.08
C  1.3181  -5.6071  1.0566  -0.02
C  0.4775  -3.8066  -1.2243  -0.25
O  1.0207  -4.8811  -1.5687  0.01
C  -0.0267  -2.8297  -2.2184  -0.08
C  -0.2270  -3.2560  -3.6053  -0.15
C  -1.1724  -2.5795  -4.4192  -0.04
C  -1.4221  -2.9801  -5.7340  -0.10
C  -0.7369  -4.0723  -6.2921  -0.10
C  0.2258  -4.7357  -5.5164  -0.08
C  0.4670  -4.3401  -4.2011  -0.02
C  -0.2498  -1.5320  -1.8065  0.01
C  -1.5983  1.1550  -1.7646  -0.02
C  -1.8775  2.0764  -2.7696  -0.01
H  -2.0344  4.6818  -5.6780  0.09
H  -1.9139  2.9027  -5.4996  0.10
H  -3.1793  3.8178  -4.6062  0.09
H  0.4438  4.4470  -1.9825  0.12
H  0.9275  2.8102  -0.1603  0.10
H  0.8780  0.3891  0.5841  0.10
H  0.1013  -1.8295  1.5912  0.12
H  -0.6974  -3.3993  2.6985  0.10
H  -0.4310  -5.0939  4.4881  0.10
H  0.9978  -7.1215  4.1011  0.10
H  2.1139  -7.4351  1.8693  0.10
H  1.8068  -5.7556  0.0941  0.10
H  -1.7175  -1.7262  -3.9956  0.10
H  -2.1693  -2.4418  -6.3239  0.10
H  -0.9268  -4.3795  -7.3209  0.10
H  0.7890  -5.5760  -5.9326  0.10
H  1.2065  -4.8801  -3.6131  0.10
H  -0.4328  -0.7749  -2.5716  0.11
H  -2.1706  0.2318  -1.7376  0.12
H  -2.6827  1.8791  -3.4755  0.10
C  0.3807  1.7550  2.1214  -0.02
C  0.5238  2.8845  2.9922  -0.30
N  -0.5391  3.6126  3.4391  -0.14
C  -1.8681  3.2434  3.0538  -0.06
C  -0.4018  4.9620  3.9604  -0.17
C  0.8643  5.1086  4.7848  -0.16
C  2.0516  4.5250  4.0421  -0.17
N  1.7450  3.2108  3.5154  -0.14
C  2.9007  2.4160  3.2157  -0.07
H  1.2094  1.0546  2.2767  0.03
H  -0.6319  1.3708  1.9843  0.04
H  -2.0669  2.1928  3.3183  0.09
H  -2.5586  3.8906  3.6014  0.09
H  -2.0064  3.3635  1.9664  0.10
H  -0.3776  5.6592  3.1112  0.13
H  -1.2781  5.1576  4.5936  0.12
H  1.0468  6.1719  4.9851  0.12
H  0.7412  4.5842  5.7537  0.13
H  2.3349  5.1798  3.2060  0.13
H  2.8966  4.4095  4.7346  0.12
H  2.7158  1.3566  3.4465  0.09
H  3.1763  2.5090  2.1529  0.10
H  3.7144  2.7766  3.8493  0.09